{
  "formula": "C2H6N4O",
  "method": "ωB97M-V with the def2-TZVPD basis set",
  "elements": ["N", "N", "C", "N", "C", "N", "O", "H", "H", "H", "H", "H", "H"],
  "positions_angstrom": [[0.638, -1.343, -1.360], [1.667, -0.934, -0.507], [1.289, -0.349, 0.585], [-0.055, -0.189, 1.015], [-0.935, 0.725, 0.411], [-0.741, 0.914, -0.915], [-1.722, 1.304, 1.108], [-0.012, -1.923, -0.782], [0.967, -1.802, -2.212], [2.158, 0.057, 1.281], [-0.134, 0.078, 1.993], [-1.395, 1.643, -1.285], [-0.498, 0.121, -1.462]],
  "nbo_charge": [-0.705, -0.272, 0.201, -0.698, 0.782, -0.857, -0.632, 0.366, 0.384, 0.200, 0.413, 0.401, 0.418],
  "de_lowest_kj_mol": 142.8,
  "lumo_ha": 0.0308,
  "orbital_gap_ev": 10.02,
  "homo_ev": -9.182
}



{
  "formula": "C31H51ClN7O3S2Si2Ti",
  "method": "ωB97M-V with the def2-TZVPD basis set",
  "elements": ["Ti", "S", "N", "C", "C", "C", "C", "C", "N", "C", "C", "N", "C", "C", "C", "C", "C", "N", "H", "H", "H", "H", "H", "H", "Cl", "C", "H", "H", "C", "N", "C", "C", "N", "N", "C", "C", "H", "H", "H", "H", "H", "H", "H", "H", "H", "H", "H", "H", "H", "C", "C", "O", "O", "H", "H", "H", "C", "Si", "C", "C", "C", "Si", "C", "C", "C", "H", "H", "H", "H", "H", "H", "H", "H", "H", "H", "H", "H", "H", "H", "H", "H", "H", "H", "H", "O", "S", "C", "C", "C", "C", "H", "H", "H", "H", "H", "H", "H", "H"],
  "positions_angstrom": [[-0.365, -0.802, -1.155], [-2.640, -7.811, 0.382], [-2.748, -6.477, 1.298], [-2.228, -5.473, 0.561], [-2.063, -4.149, 1.026], [-2.447, -3.709, 2.315], [-2.461, -2.353, 2.609], [-1.979, -1.471, 1.594], [-1.658, -1.866, 0.358], [-1.616, -3.190, 0.081], [-1.316, -3.581, -1.271], [-1.026, -2.540, -2.120], [-0.875, -2.826, -3.442], [-0.939, -4.123, -3.951], [-1.210, -5.156, -3.091], [-1.437, -4.908, -1.717], [-1.881, -5.890, -0.803], [-2.003, -7.213, -0.999], [-2.859, -4.449, 2.997], [-2.854, -1.920, 3.553], [-1.956, -0.425, 1.836], [-0.687, -1.952, -4.105], [-0.826, -4.303, -5.034], [-1.240, -6.189, -3.465], [-3.639, -1.119, -2.153], [-2.306, -0.130, -1.527], [-2.683, 0.165, -0.529], [-2.278, 0.856, -2.031], [0.637, 3.465, 4.840], [-0.552, 4.204, 4.324], [-0.295, 5.521, 3.752], [-1.686, 3.443, 4.038], [-1.577, 2.135, 4.200], [-2.773, 4.127, 3.575], [-3.737, 3.382, 2.780], [-3.286, 5.337, 4.179], [1.401, 4.150, 5.163], [1.026, 2.774, 4.063], [0.272, 2.801, 5.619], [0.586, 5.454, 3.092], [-0.035, 6.278, 4.512], [-1.199, 5.928, 3.216], [-2.452, 1.571, 4.039], [-4.506, 2.924, 3.406], [-3.227, 2.622, 2.178], [-4.251, 4.123, 2.156], [-4.382, 5.205, 4.331], [-3.112, 6.213, 3.524], [-2.745, 5.579, 5.090], [0.301, 3.224, 0.486], [-0.480, 2.304, -0.492], [-1.301, 2.806, -1.227], [-0.226, 0.997, -0.461], [0.016, 4.253, 0.241], [1.385, 3.116, 0.326], [0.013, 2.952, 1.503], [3.941, 0.026, -3.906], [2.898, -0.323, -2.362], [3.478, 1.074, -1.171], [3.576, -2.098, -1.906], [1.010, -0.527, -2.781], [0.585, 0.633, -4.262], [1.347, 2.347, -4.186], [-1.241, 0.911, -4.409], [0.998, -0.216, -5.948], [4.954, -0.361, -3.703], [4.095, 1.086, -4.063], [3.480, -0.503, -4.750], [4.489, 0.860, -0.758], [2.818, 1.361, -0.345], [3.564, 1.994, -1.743], [4.516, -2.093, -1.307], [3.856, -2.590, -2.874], [2.799, -2.758, -1.443], [1.131, -1.552, -3.236], [0.647, 3.091, -4.594], [2.266, 2.362, -4.835], [1.672, 2.653, -3.174], [-1.543, 1.668, -3.655], [-1.778, -0.056, -4.264], [-1.553, 1.406, -5.365], [1.988, -0.721, -6.060], [0.948, 0.527, -6.779], [0.230, -1.007, -6.206], [1.128, -1.312, 0.240], [1.562, -0.416, 1.441], [0.979, -1.329, 2.970], [2.160, -1.941, 3.750], [3.456, -1.926, 2.872], [3.341, -0.953, 1.662], [0.370, -2.174, 2.626], [0.420, -0.551, 3.565], [1.900, -2.979, 4.042], [2.287, -1.383, 4.708], [3.674, -2.962, 2.497], [4.366, -1.699, 3.480], [3.714, -1.438, 0.738], [3.878, -0.014, 1.818]],
  "mulliken_spin": [0.095, 0.005, 0.020, -0.002, 0.053, 0.018, 0.111, -0.028, 0.091, 0.084, 0.124, 0.160, 0.100, 0.037, 0.188, -0.031, -0.033, -0.021, -0.002, 0.008, -0.015, 0.023, 0.003, 0.006, -0.001, 0.006, -0.003, -0.004, 0.000, 0.000, 0.000, 0.000, 0.000, 0.000, -0.001, 0.000, 0.000, 0.000, 0.000, 0.000, 0.000, 0.000, 0.000, 0.000, 0.001, 0.000, 0.000, 0.000, 0.000, -0.001, -0.002, 0.003, 0.011, 0.000, 0.000, 0.000, 0.000, 0.013, 0.000, 0.002, -0.015, 0.000, 0.001, 0.001, -0.001, 0.000, 0.000, -0.001, 0.000, 0.001, 0.000, 0.000, 0.000, -0.001, -0.002, 0.000, 0.000, 0.000, 0.000, 0.000, 0.000, 0.000, 0.000, 0.001, -0.017, 0.002, 0.023, 0.000, 0.000, -0.001, -0.011, -0.003, 0.000, 0.000, 0.000, 0.000, 0.001, 0.000],
  "de_lowest_kj_mol": 0.0,
  "lumo_ha": [-0.0183, -0.0153],
  "multiplicity": 2,
  "orbital_gap_ev": [4.58, 8.00],
  "homo_ev": [-5.081, -8.419]
}



{
  "formula": "C4H11N3O2",
  "method": "ωB97M-V with the def2-TZVPD basis set",
  "elements": ["H", "N", "C", "N", "N", "C", "H", "H", "H", "H", "H", "H", "C", "C", "O", "O", "H", "H", "H", "H"],
  "positions_angstrom": [[-2.661, 1.015, 0.183], [-1.685, 0.764, 0.266], [-1.176, 0.750, 1.430], [0.113, 0.296, 1.531], [-1.754, 1.174, 2.586], [-1.012, 1.643, 3.758], [0.554, 0.025, 2.385], [0.428, -0.034, 0.636], [-2.576, 1.703, 2.342], [-1.324, 2.672, 3.910], [0.044, 1.594, 3.585], [-1.261, 1.048, 4.636], [2.455, -1.620, -3.512], [0.975, -1.748, -3.584], [0.379, -2.363, -4.430], [0.365, -1.033, -2.633], [2.810, -0.978, -2.704], [2.899, -1.118, -4.379], [3.003, -2.561, -3.478], [-0.575, -1.229, -2.529]],
  "nbo_charge": [0.340, -0.829, 0.586, -0.846, -0.623, -0.410, 0.389, 0.414, 0.384, 0.202, 0.201, 0.195, -0.740, 0.787, -0.589, -0.689, 0.230, 0.246, 0.245, 0.507],
  "de_lowest_kj_mol": 87.4,
  "lumo_ha": 0.0285,
  "orbital_gap_ev": 9.37,
  "homo_ev": -8.593
}



{
  "formula": "C5H6O",
  "method": "ωB97M-V with the def2-TZVPD basis set",
  "elements": ["C", "C", "C", "C", "C", "O", "H", "H", "H", "H", "H", "H"],
  "positions_angstrom": [[2.186, 0.863, -0.609], [1.353, 0.206, -0.033], [0.258, -0.469, 0.620], [-0.771, -1.156, -0.275], [-1.126, 0.102, 0.439], [-1.290, 1.314, -0.204], [2.942, 1.447, -1.086], [0.413, -0.753, 1.652], [-0.588, -1.029, -1.339], [-1.206, -2.110, 0.007], [-1.768, -0.011, 1.309], [-0.405, 1.597, -0.482]],
  "nbo_charge": [-0.244, -0.026, -0.356, -0.421, 0.123, -0.694, 0.242, 0.249, 0.232, 0.225, 0.186, 0.484],
  "de_lowest_kj_mol": 251.6,
  "lumo_ha": 0.0382,
  "orbital_gap_ev": 10.61,
  "homo_ev": -9.570
}